Below is a molecular structure, C22H41BEuN6O3SSi, with properties calculated with ωB97M-V/def2-TZVPD.

* lowest unoccupied orbital energy (spin up / spin down): 0.0132 / -0.0567 Ha
* spin multiplicity: 8
* HOMO (spin up / spin down): -7.92 / -7.66 eV
* electronic energy: -2840.081962 Ha
* energy relative to the best compared isomer or geometry (same formula, charge and spin): 118.1 kJ/mol

XYZ file:
```
76
Properties=species:S:1:pos:R:3:forces:R:3:lowdin_charge:R:1
H -0.742174 -3.357325 -0.362016 -0.11 0.07 -0.48 0.1110
N -0.674209 -1.560226 -1.424808 -0.71 -0.54 -2.28 -0.1235
B -0.784272 0.347019 -3.156743 0.37 -0.20 0.46 -0.4753
N -0.955299 -1.152247 -2.736794 0.49 -0.31 2.02 -0.0096
C -1.343568 -2.225255 -3.413234 -0.03 -0.40 0.16 -0.0704
Eu -0.109338 -0.004534 0.071936 -1.11 -2.56 1.52 1.2723
H -1.599479 -2.108718 -4.449508 -0.10 -0.23 -0.17 0.1231
C -1.327706 -3.334110 -2.566791 -0.16 -0.23 -0.44 -0.0498
H -1.587730 -4.342355 -2.815981 -0.07 -0.17 -0.14 0.0916
C -0.904382 -2.871612 -1.326791 0.06 0.86 -0.43 -0.1120
H -1.062893 0.467024 -4.286764 -0.19 0.08 -0.66 0.1107
C 0.675109 1.566415 1.369118 1.87 3.65 3.17 -0.1309
H 0.831228 1.085416 2.326351 -0.03 -0.64 -0.04 -0.0252
H -0.147296 2.263403 1.366033 -0.49 0.04 -0.29 0.0274
H 1.563617 1.940402 0.899712 0.39 -0.04 -0.54 0.0214
N 0.706774 0.781247 -2.943481 0.66 -0.24 2.31 -0.0112
N -1.725061 1.246662 -2.293264 0.29 -0.01 2.35 0.0029
N 1.287884 0.711746 -1.661759 -0.22 0.40 -1.73 -0.0954
N -1.593607 1.270101 -0.890203 -1.90 1.63 -2.88 -0.1413
C 1.636340 1.219418 -3.783178 0.39 0.08 0.13 -0.0760
C -2.728724 2.053928 -2.609092 -0.13 0.11 0.18 -0.0648
H 1.374289 1.331594 -4.818578 0.21 0.10 -0.21 0.1226
H -2.981582 2.164883 -3.647700 -0.23 0.18 -0.06 0.1264
C 2.819438 1.445639 -3.081068 0.19 0.16 -0.50 -0.0591
C -3.261417 2.608880 -1.447397 -0.39 0.33 -0.17 -0.0490
C 2.556399 1.115814 -1.756549 -1.03 -0.26 -0.32 -0.1359
C -2.521675 2.089839 -0.391855 0.39 -0.41 -0.84 -0.1225
H 3.748862 1.799720 -3.475495 0.16 0.08 -0.19 0.0891
H -4.078427 3.297676 -1.371279 -0.16 0.11 -0.10 0.0933
H 3.166576 1.128614 -0.849252 -0.13 0.00 -0.57 0.1149
H -2.565302 2.220188 0.690982 -0.21 0.06 -0.45 0.1165
H 1.238492 -1.004011 0.710146 2.51 -1.58 0.75 -0.1339
C 1.428544 1.922313 4.965154 0.36 -0.19 0.28 -0.0178
C 2.038275 0.536527 4.795195 -1.58 -1.44 -1.52 -0.5912
C 3.307625 0.548355 3.942937 -0.02 0.17 0.53 -0.0212
C 2.244107 -0.171714 6.126536 0.17 0.23 -0.09 -0.0123
O 1.110007 -0.267057 3.969038 0.61 0.97 -0.55 -0.2049
Si -0.333619 -1.030175 3.832862 1.92 -0.93 4.37 -0.3146
S -1.428592 -0.889599 2.230674 -1.81 0.17 -2.36 0.3455
O 0.017804 -2.566646 4.328900 -0.14 -0.34 -0.29 -0.1791
C 0.771500 -3.744906 3.964205 -1.33 1.60 0.58 -0.6247
C 0.718181 -3.915279 2.452370 0.36 -0.34 0.28 -0.0529
C 2.190020 -3.557611 4.496685 -0.17 -0.36 -0.28 -0.0246
C 0.025830 -4.856994 4.707385 0.52 -0.07 -0.36 -0.0326
O -1.114126 -0.464913 5.177558 -0.16 0.30 -0.03 -0.1892
C -2.354697 -0.676612 5.885093 1.69 0.52 -0.85 -0.6346
C -3.501098 -0.737154 4.885860 -0.14 -0.14 0.39 -0.0665
C -2.208819 -1.961068 6.699352 -0.38 0.36 -0.01 -0.0222
C -2.438761 0.570906 6.772693 -0.38 -0.54 -0.02 -0.0341
H 2.150022 2.501915 5.536450 -0.05 0.37 0.11 0.0856
H 0.486848 1.873868 5.515592 0.07 -0.10 -0.06 0.0857
H 1.258339 2.421560 4.008894 0.07 -0.09 0.02 0.0724
H 4.045064 1.130338 4.488009 0.40 0.12 -0.09 0.0827
H 3.694339 -0.464926 3.788232 -0.17 0.18 0.08 0.0853
H 3.133639 1.006851 2.965775 -0.05 -0.04 0.15 0.0727
H 1.311375 -0.237478 6.692710 0.06 0.02 -0.16 0.0885
H 2.656368 -1.177867 5.990941 -0.13 0.26 -0.07 0.0739
H 2.963719 0.426940 6.684466 0.07 -0.07 0.29 0.0853
H 1.204833 -3.079561 1.944320 -0.02 -0.01 0.04 0.0451
H 1.251189 -4.837242 2.220663 0.01 -0.11 -0.33 0.0839
H -0.314261 -3.988709 2.101337 0.05 0.00 0.13 0.0720
H 2.183605 -3.401136 5.580562 -0.08 -0.03 -0.20 0.0849
H 2.736018 -4.472045 4.273162 0.35 -0.05 0.07 0.0824
H 2.683515 -2.712408 4.008584 -0.12 -0.09 0.03 0.0766
H 0.022856 -4.673881 5.785344 0.06 0.05 -0.15 0.0857
H -1.008162 -4.933374 4.360872 0.15 0.05 -0.04 0.0875
H 0.550153 -5.784467 4.499202 -0.08 -0.44 0.13 0.0773
H -3.404516 -1.603248 4.224994 -0.02 0.12 0.13 0.0624
H -4.424796 -0.823146 5.457281 -0.26 -0.01 -0.12 0.0823
H -3.535181 0.163883 4.267090 0.04 -0.10 0.13 0.0753
H -1.347429 -1.903204 7.373114 -0.13 0.04 -0.15 0.0912
H -3.120310 -2.068746 7.285271 -0.05 -0.26 0.22 0.0812
H -2.091748 -2.826085 6.045432 0.02 0.09 0.00 0.0756
H -1.580268 0.630725 7.447793 -0.09 -0.09 -0.10 0.0830
H -2.474026 1.478682 6.164766 -0.02 -0.15 0.00 0.0846
H -3.351519 0.485503 7.352893 -0.20 0.28 0.33 0.0766
```
Forces are in eV/Å.